Record 1
Molecular formula: C29H38F7O22P
Method: DFT, ωB97M-V/def2-TZVPD

Computed properties:
**E_HOMO**: -7.9 eV
**HOMO-LUMO gap**: 8.03 eV
**Net charge**: 0

XYZ file:
```
97
C29H38F7O22P, DFT ωB97M-V/def2-TZVPD
C -4.82 2.12 -1.28
C -4.67 0.75 -0.64
F -4.30 0.89 0.70
P -3.31 -0.14 -1.58
C -1.74 0.47 -0.81
C -1.34 -0.19 0.55
C 0.02 -0.88 0.59
C 1.12 -0.15 -0.14
O 1.20 -0.76 -1.49
C 2.06 -0.10 -2.26
O 2.74 -0.65 -3.03
C -3.52 -1.95 -1.25
C -2.27 -2.72 -1.71
C -2.03 -2.55 -3.22
C -0.55 -2.47 -3.58
O -0.18 -1.81 -4.46
O 0.33 -3.23 -2.85
H -3.88 2.65 -1.25
H -5.12 1.95 -2.31
H -5.61 2.65 -0.75
H -5.56 0.15 -0.76
H -0.98 0.40 -1.59
H -1.92 1.52 -0.61
H -1.37 0.58 1.31
H -2.09 -0.91 0.84
H 0.03 -1.91 0.25
H 0.32 -0.91 1.64
H 2.10 -0.31 0.30
H 0.90 0.89 -0.30
H 2.11 0.99 -2.18
H -4.36 -2.30 -1.84
H -3.67 -2.11 -0.18
H -2.42 -3.78 -1.50
H -1.44 -2.37 -1.11
H -2.51 -3.36 -3.76
H -2.45 -1.62 -3.58
H 0.52 -2.68 -2.07
O 1.02 1.98 1.68
C 1.03 3.02 1.12
O 2.09 3.85 1.08
C 1.77 4.92 0.17
C 0.26 4.90 0.19
F -0.26 5.27 -1.00
O -0.02 3.53 0.41
H 2.17 4.70 -0.83
H 2.19 5.86 0.52
H -0.19 5.50 0.99
O 3.77 4.86 -1.99
C 4.39 3.84 -1.95
O 5.41 3.54 -2.78
C 5.98 2.30 -2.34
C 4.83 1.68 -1.59
F 5.25 0.92 -0.55
O 4.15 2.82 -1.08
H 6.83 2.50 -1.69
H 6.31 1.70 -3.18
H 4.15 1.10 -2.21
O -7.53 -3.79 0.86
C -7.58 -2.68 1.26
O -6.51 -1.97 1.70
C -6.96 -0.64 1.97
C -8.44 -0.84 2.20
F -9.16 0.23 1.79
O -8.73 -1.94 1.35
H -6.76 -0.01 1.10
H -6.45 -0.22 2.84
H -8.71 -1.09 3.22
O 2.08 -2.48 3.94
C 3.04 -2.37 3.25
O 3.01 -2.05 1.93
C 4.37 -1.88 1.50
C 5.13 -2.70 2.52
F 6.35 -2.18 2.76
O 4.33 -2.56 3.68
H 4.64 -0.82 1.54
H 4.50 -2.24 0.48
H 5.23 -3.75 2.27
O 8.14 -5.11 6.70
C 7.05 -4.68 6.84
O 5.91 -5.38 6.62
C 4.81 -4.56 7.04
C 5.40 -3.18 6.95
F 4.88 -2.35 7.88
O 6.77 -3.40 7.25
H 4.53 -4.82 8.06
H 3.95 -4.69 6.39
H 5.32 -2.72 5.96
O -4.27 1.17 -4.97
C -3.52 2.08 -5.03
O -3.16 2.71 -6.18
C -2.35 3.83 -5.83
C -1.83 3.43 -4.47
F -1.65 4.51 -3.67
O -2.88 2.64 -3.95
H -2.97 4.73 -5.78
H -1.56 3.99 -6.56
H -0.91 2.84 -4.49
```



Record 2
Molecular formula: C29H38MnN4O2P2
Method: DFT, ωB97M-V/def2-TZVPD

Computed properties:
**E_HOMO (alpha / beta)**: -6.5 / -7.5 eV
**⟨S²⟩**: 8.81
**Multiplicity**: 6
**HOMO-LUMO gap (alpha / beta)**: 6.28 / 6.40 eV
**Energy relative to the best compared isomer or geometry (same formula, charge and spin)**: 0.0 kJ/mol
**Net charge**: 0

XYZ file:
```
76
C29H38MnN4O2P2, DFT ωB97M-V/def2-TZVPD
Mn 1.93 -0.12 -1.45
C 3.70 1.25 -6.54
C 2.43 1.61 -6.69
C 1.41 0.86 -7.45
C 1.48 -0.69 -7.30
C 1.88 -1.24 -5.97
C 3.13 -1.37 -5.50
C 4.27 -1.27 -6.46
C 4.38 0.07 -7.20
C 0.93 -1.08 0.21
H 4.39 1.89 -5.99
H 2.12 2.62 -6.41
H 1.49 1.10 -8.52
H 0.41 1.22 -7.14
H 0.46 -1.05 -7.53
H 2.13 -1.07 -8.10
H 1.06 -1.77 -5.50
H 3.34 -1.77 -4.50
H 4.16 -2.04 -7.23
H 5.22 -1.47 -5.95
H 5.45 0.32 -7.26
H 4.00 -0.02 -8.23
H 1.67 -0.64 0.92
H 0.96 -2.19 0.34
H -0.09 -0.70 0.45
P 0.01 -1.61 -2.19
P -0.38 1.30 -2.12
N 1.13 -2.98 -2.52
N -1.48 -2.49 -1.91
N 1.27 1.87 -2.52
N -0.94 2.95 -2.08
C -0.38 -0.87 -3.80
C -0.90 0.58 -3.73
C 2.27 -3.21 -1.73
C 2.82 -4.42 -2.11
C 2.06 -4.93 -3.21
C 1.02 -4.02 -3.43
C -1.70 -3.25 -0.75
C -3.00 -3.73 -0.78
C -3.62 -3.25 -1.99
C -2.67 -2.49 -2.65
C 2.42 1.84 -1.55
C 3.59 1.98 -2.37
C 3.17 2.35 -3.65
C 1.79 2.21 -3.74
C -0.65 4.07 -2.87
C -1.46 5.12 -2.45
C -2.23 4.66 -1.33
C -1.88 3.33 -1.11
H -0.98 -1.54 -4.44
H 0.62 -0.78 -4.26
H -0.55 1.17 -4.59
H -2.00 0.59 -3.77
H 2.54 -2.53 -0.92
H 3.69 -4.90 -1.65
H 2.28 -5.83 -3.77
H 0.23 -4.03 -4.16
H -0.91 -3.37 -0.02
H -3.47 -4.33 -0.02
H -4.64 -3.42 -2.30
H -2.73 -1.96 -3.60
H 2.34 2.42 -0.62
H 4.59 1.87 -1.98
H 3.80 2.71 -4.45
H 1.13 2.44 -4.57
H 0.09 4.02 -3.66
H -1.49 6.11 -2.88
H -2.93 5.23 -0.74
H -2.19 2.61 -0.36
C -0.03 2.58 2.32
C -0.28 1.71 1.11
O -1.37 1.12 0.90
O 0.76 1.65 0.35
H -0.84 2.50 3.05
H 0.09 3.61 1.99
H 0.93 2.31 2.78
```



Record 3
Molecular formula: C29H38MoN8OS
Method: DFT, ωB97M-V/def2-TZVPD

Computed properties:
**E_HOMO (alpha / beta)**: -13.3 / -13.6 eV
**⟨S²⟩**: 2.06
**Multiplicity**: 3
**HOMO-LUMO gap (alpha / beta)**: 6.95 / 6.50 eV
**Net charge**: +2

XYZ file:
```
78
C29H38MoN8OS, DFT ωB97M-V/def2-TZVPD
Mo -0.74 0.50 1.35
C 0.39 2.68 2.55
N 1.50 2.72 1.64
C 1.48 3.89 0.75
C 2.05 1.55 1.20
N 1.36 0.43 1.40
C 1.87 -0.90 1.29
C 3.20 -1.26 1.48
C 3.61 -2.55 1.22
C 2.71 -3.48 0.73
C 1.36 -3.15 0.62
C 0.93 -1.89 0.99
N -0.46 -1.53 1.03
C -1.41 -2.47 1.29
N -1.22 -3.46 2.17
C -0.25 -3.41 3.26
C -1.84 -4.77 1.99
N -2.60 -2.35 0.69
C -2.77 -1.64 -0.57
C -3.84 -2.76 1.33
N 3.23 1.64 0.58
C 4.24 2.63 0.96
C 3.58 0.85 -0.60
H 0.14 3.69 2.88
H 0.57 2.04 3.40
H -0.60 2.41 2.04
H 1.50 4.80 1.35
H 0.58 3.88 0.14
H 2.35 3.88 0.10
H 3.90 -0.52 1.84
H 4.65 -2.82 1.37
H 3.04 -4.48 0.47
H 0.65 -3.90 0.30
H 0.09 -2.40 3.42
H 0.60 -4.06 3.05
H -0.75 -3.77 4.16
H -2.38 -4.82 1.05
H -2.52 -5.00 2.81
H -1.05 -5.53 1.98
H -1.82 -1.59 -1.11
H -3.15 -0.62 -0.40
H -3.49 -2.18 -1.17
H -3.66 -3.03 2.36
H -4.30 -3.61 0.81
H -4.53 -1.92 1.29
H 3.94 3.15 1.86
H 4.41 3.35 0.15
H 5.18 2.10 1.14
H 2.73 0.24 -0.90
H 4.44 0.21 -0.41
H 3.81 1.54 -1.40
N -0.97 1.09 -0.34
C -1.02 1.36 -1.60
C -2.22 1.97 -2.18
C -3.15 2.62 -1.37
C -4.29 3.16 -1.92
C -4.52 3.04 -3.29
C -3.61 2.39 -4.10
C -2.45 1.86 -3.55
C 0.16 1.01 -2.42
C 0.72 -0.26 -2.30
C 1.78 -0.63 -3.11
C 2.33 0.29 -4.00
C 1.80 1.57 -4.09
C 0.70 1.93 -3.32
H -2.97 2.71 -0.30
H -5.01 3.67 -1.29
H -5.41 3.47 -3.72
H -3.79 2.30 -5.16
H -1.75 1.33 -4.19
H 0.29 -0.97 -1.60
H 2.19 -1.63 -3.04
H 3.16 0.00 -4.62
H 2.22 2.28 -4.79
H 0.26 2.91 -3.42
O -0.57 -0.10 3.74
S -2.06 -0.01 3.72
N -2.51 0.38 2.34
```